Molecular formula: C2H9N4
Method: DFT, the ωB97M-V functional and the def2-TZVPD basis

Values from the calculation:
- Net charge: +1
- HOMO: -13.901 eV
- DFT total energy: -300.238197 hartree
- Energy above the lowest of the compared OMol25 structures with the same formula, charge and spin: 113.7 kcal/mol
- HOMO-LUMO gap: 10.7 eV

```
15
Properties=species:S:1:pos:R:3:nbo_charge:R:1
C 0.924 0.243 1.534 -0.179
C 0.374 0.774 0.252 0.520
N 1.260 -0.116 0.101 -0.135
N -0.384 1.466 -0.467 -0.712
N -1.921 -0.766 -0.296 -1.109
N 2.135 -0.756 -0.738 -0.567
H 1.630 0.925 1.991 0.214
H 0.353 -0.205 2.283 0.232
H -1.122 2.176 -0.145 0.448
H -0.488 1.306 -1.385 0.412
H -2.170 -0.521 -1.217 0.371
H -2.141 -1.691 -0.254 0.371
H -2.258 -0.312 0.507 0.373
H 2.099 -1.827 -0.575 0.394
H 1.708 -0.697 -1.591 0.367
```